# 1
{
  "formula": "CHCl4P",
  "method": "ωB97M-V/def2-TZVPD",
  "de_lowest_kj_mol": 229.6,
  "orbital_gap_ev": [7.98, 7.17],
  "symbols": ["H", "C", "Cl", "Cl", "Cl", "Cl", "P"],
  "xyz": [[-1.8196, -0.4613, 0.0031], [1.1075, -0.4711, 0.1527], [1.6680, 1.2439, 0.1910], [1.7720, -1.5071, -1.1507], [1.0513, -1.2599, 1.6958], [-2.1029, 2.0464, 0.0748], [-1.6762, 0.4090, -0.9667]],
  "forces_ev_per_a": [[-0.485, -1.822, 2.226], [0.615, 0.491, -0.578], [-0.326, -1.779, -0.065], [-0.534, 1.126, 1.105], [-0.044, 0.442, -0.640], [-0.165, 0.781, 0.635], [0.940, 0.761, -2.684]],
  "lowdin_charge": [-0.260, -1.577, 0.449, 0.473, 0.529, 0.050, 0.337]
}

---

# 2
{
  "formula": "CHClF2O",
  "method": "ωB97M-V/def2-TZVPD",
  "de_lowest_kj_mol": 302.7,
  "orbital_gap_ev": 9.65,
  "symbols": ["F", "Cl", "C", "H", "O", "F"],
  "xyz": [[1.2646, 0.1187, -0.6594], [-0.8603, -0.8840, -1.5811], [0.0378, -0.1329, -0.3770], [0.0015, 1.2479, 0.8581], [-0.6622, 0.8076, 0.2027], [0.2186, -1.1575, 1.5566]],
  "forces_ev_per_a": [[0.539, -0.537, 0.441], [0.237, -0.991, 0.135], [-1.677, 0.604, 1.980], [-1.742, -0.925, -1.030], [2.606, 0.721, 1.349], [0.037, 1.128, -2.875]],
  "lowdin_charge": [0.151, 0.888, -0.852, 0.199, 0.051, -0.437]
}

---

What did the second record say?
{
  "formula": "CHClF2O",
  "method": "ωB97M-V/def2-TZVPD",
  "de_lowest_kj_mol": 302.7,
  "orbital_gap_ev": 9.65,
  "symbols": ["F", "Cl", "C", "H", "O", "F"],
  "xyz": [[1.2646, 0.1187, -0.6594], [-0.8603, -0.8840, -1.5811], [0.0378, -0.1329, -0.3770], [0.0015, 1.2479, 0.8581], [-0.6622, 0.8076, 0.2027], [0.2186, -1.1575, 1.5566]],
  "forces_ev_per_a": [[0.539, -0.537, 0.441], [0.237, -0.991, 0.135], [-1.677, 0.604, 1.980], [-1.742, -0.925, -1.030], [2.606, 0.721, 1.349], [0.037, 1.128, -2.875]],
  "lowdin_charge": [0.151, 0.888, -0.852, 0.199, 0.051, -0.437]
}